Formula: C27H46N7O5P2S2Ti
Source: OMol25
Level of theory: wB97M-V/def2-TZVPD

Atoms and positions in Å:
Ti1 0.18 0.12 1.32
C1 1.09 4.83 3.36
C2 1.18 3.43 2.74
C3 1.98 2.51 3.66
C4 -0.21 2.90 2.42
C5 -0.72 1.74 3.00
C6 -2.02 1.28 2.72
C7 -2.86 2.02 1.91
C8 -4.27 1.58 1.61
C9 -2.37 3.23 1.39
C10 -1.07 3.64 1.60
H1 2.09 5.20 3.59
H2 0.52 4.80 4.29
H3 0.62 5.54 2.69
H4 1.72 3.51 1.79
H5 1.54 2.47 4.66
H6 3.00 2.89 3.77
H7 2.07 1.49 3.28
H8 -0.14 1.24 3.76
H9 -2.38 0.38 3.19
H10 -4.39 1.39 0.54
H11 -4.99 2.35 1.89
H12 -4.52 0.67 2.15
H13 -3.03 3.85 0.81
H14 -0.73 4.56 1.16
C11 -3.95 -1.54 -2.00
N1 -3.25 -1.66 -0.73
C12 -4.10 -2.05 0.41
P1 -1.65 -1.86 -0.57
O1 -1.13 -1.33 0.74
O2 -0.99 -0.98 -1.78
P2 -0.79 0.62 -1.73
O3 -0.65 1.12 -0.32
N2 -2.13 1.24 -2.43
C13 -2.39 0.92 -3.84
C14 -2.70 2.52 -2.00
N3 0.60 0.78 -2.57
C15 0.84 0.08 -3.84
C16 1.29 2.08 -2.46
N4 -1.18 -3.39 -0.80
C17 -1.91 -4.28 -1.72
C18 0.20 -3.79 -0.54
H15 -4.57 -2.43 -2.19
H16 -3.24 -1.45 -2.82
H17 -4.59 -0.67 -1.99
H18 -4.50 -3.06 0.27
H19 -4.93 -1.35 0.48
H20 -3.53 -2.01 1.33
H21 -1.96 -0.04 -4.11
H22 -1.98 1.69 -4.50
H23 -3.46 0.87 -4.00
H24 -2.42 2.71 -0.97
H25 -3.79 2.46 -2.08
H26 -2.35 3.34 -2.63
H27 0.45 0.63 -4.70
H28 0.41 -0.91 -3.81
H29 1.92 -0.02 -3.97
H30 1.11 2.52 -1.49
H31 0.98 2.77 -3.25
H32 2.37 1.90 -2.56
H33 -2.96 -4.03 -1.74
H34 -1.81 -5.30 -1.35
H35 -1.50 -4.23 -2.73
H36 0.66 -3.11 0.18
H37 0.80 -3.78 -1.45
H38 0.20 -4.80 -0.12
N5 6.01 -2.79 -3.27
C19 5.30 -2.20 -2.28
C20 5.80 -2.15 -0.97
C21 5.07 -1.57 0.04
C22 3.81 -1.03 -0.24
C23 3.29 -1.08 -1.53
C24 4.02 -1.65 -2.54
S1 2.92 -0.37 1.07
O4 2.04 0.74 0.55
O5 3.77 -0.06 2.17
N6 1.69 -1.36 1.47
C25 1.43 -1.62 2.80
S2 2.32 -2.48 3.98
C26 1.09 -2.10 5.13
C27 0.12 -1.34 4.57
N7 0.31 -1.09 3.23
H39 6.96 -3.09 -3.10
H40 5.71 -2.73 -4.22
H41 6.78 -2.56 -0.75
H42 5.48 -1.52 1.04
H43 2.32 -0.65 -1.73
H44 3.63 -1.69 -3.55
H45 1.16 -2.44 6.15
H46 -0.76 -0.98 5.08

energy: -112772.4261 eV
ΔE to the lowest compared entry with this formula, charge and spin: 7.4 kcal per mole
expectation value of S²: 0.75
multiplicity: 2
total charge: +2
HOMO energy (alpha / beta): -13.1 / -13.1 eV

Just the Löwdin charges please, in e? Sure, here they are: number 1, Ti, carries 1.13; number 2, C, carries -0.04; number 3, C, carries -0.37; number 4, C, carries -0.06; number 5, C, carries -0.19; number 6, C, carries -0.13; number 7, C, carries -0.05; number 8, C, carries -0.25; number 9, C, carries -0.02; number 10, C, carries -0.03; number 11, C, carries 0.00; number 12, H, carries 0.09; number 13, H, carries 0.10; number 14, H, carries 0.08; number 15, H, carries 0.14; number 16, H, carries 0.10; number 17, H, carries 0.10; number 18, H, carries 0.04; number 19, H, carries 0.09; number 20, H, carries 0.12; number 21, H, carries 0.08; number 22, H, carries 0.10; number 23, H, carries 0.08; number 24, H, carries 0.13; number 25, H, carries 0.13; number 26, C, carries -0.08; number 27, N, carries -0.28; number 28, C, carries -0.06; number 29, P, carries 0.53; number 30, O, carries -0.32; number 31, O, carries -0.24; number 32, P, carries 0.54; number 33, O, carries -0.32; number 34, N, carries -0.27; number 35, C, carries -0.09; number 36, C, carries -0.06; number 37, N, carries -0.29; number 38, C, carries -0.08; number 39, C, carries -0.06; number 40, N, carries -0.28; number 41, C, carries -0.06; number 42, C, carries -0.05; number 43, H, carries 0.10; number 44, H, carries 0.07; number 45, H, carries 0.09; number 46, H, carries 0.10; number 47, H, carries 0.09; number 48, H, carries 0.08; number 49, H, carries 0.07; number 50, H, carries 0.10; number 51, H, carries 0.10; number 52, H, carries 0.04; number 53, H, carries 0.10; number 54, H, carries 0.10; number 55, H, carries 0.09; number 56, H, carries 0.09; number 57, H, carries 0.08; number 58, H, carries 0.08; number 59, H, carries 0.10; number 60, H, carries 0.10; number 61, H, carries 0.07; number 62, H, carries 0.10; number 63, H, carries 0.10; number 64, H, carries 0.05; number 65, H, carries 0.10; number 66, H, carries 0.10; number 67, N, carries 0.15; number 68, C, carries -0.29; number 69, C, carries 0.00; number 70, C, carries -0.04; number 71, C, carries -0.31; number 72, C, carries -0.06; number 73, C, carries -0.01; number 74, S, carries 0.68; number 75, O, carries -0.38; number 76, O, carries -0.25; number 77, N, carries -0.22; number 78, C, carries -0.74; number 79, S, carries 1.15; number 80, C, carries -0.34; number 81, C, carries -0.19; number 82, N, carries -0.04; number 83, H, carries 0.12; number 84, H, carries 0.11; number 85, H, carries 0.13; number 86, H, carries 0.12; number 87, H, carries 0.09; number 88, H, carries 0.11; number 89, H, carries 0.09; number 90, H, carries 0.12

---

Formula: C27H46O2
Source: OMol25
Level of theory: wB97M-V/def2-TZVPD

Atoms and positions in Å:
C1 4.84 2.52 -1.75
C2 5.88 2.05 -0.79
C3 6.86 2.90 -0.30
C4 7.82 2.45 0.59
O1 8.80 3.27 1.08
C5 7.80 1.13 1.01
C6 6.83 0.26 0.54
C7 5.87 0.71 -0.37
O2 4.88 -0.07 -0.89
C8 4.99 -1.48 -0.71
C9 6.00 -2.03 -1.72
C10 3.60 -2.05 -1.03
C11 2.49 -1.57 -0.10
C12 1.11 -1.95 -0.64
C13 -0.05 -1.50 0.26
C14 -0.15 -2.39 1.50
C15 -1.35 -1.53 -0.55
C16 -2.61 -1.09 0.20
C17 -2.53 0.35 0.70
C18 -3.83 0.89 1.32
C19 -4.25 0.07 2.54
C20 -4.96 0.97 0.29
C21 -6.13 1.84 0.76
C22 -7.14 2.13 -0.35
C23 -7.83 0.90 -0.96
C24 -8.62 0.11 0.09
C25 -8.77 1.34 -2.08
C26 5.43 -1.78 0.73
C27 6.79 -1.17 1.02
H1 3.85 2.45 -1.29
H2 5.01 3.55 -2.05
H3 4.83 1.88 -2.63
H4 6.87 3.94 -0.63
H5 8.69 4.15 0.71
H6 8.54 0.79 1.71
H7 6.94 -1.48 -1.67
H8 6.19 -3.08 -1.53
H9 5.61 -1.92 -2.73
H10 3.35 -1.74 -2.05
H11 3.66 -3.14 -1.01
H12 2.55 -0.49 0.00
H13 2.63 -2.01 0.89
H14 1.06 -3.04 -0.78
H15 1.00 -1.49 -1.62
H16 0.15 -0.47 0.57
H17 -0.43 -3.40 1.22
H18 0.80 -2.43 2.02
H19 -0.89 -2.00 2.20
H20 -1.23 -0.88 -1.42
H21 -1.50 -2.55 -0.92
H22 -3.45 -1.19 -0.49
H23 -2.79 -1.77 1.03
H24 -1.74 0.42 1.46
H25 -2.25 0.99 -0.13
H26 -3.61 1.91 1.66
H27 -4.61 -0.91 2.25
H28 -5.04 0.57 3.09
H29 -3.40 -0.07 3.22
H30 -5.32 -0.03 0.07
H31 -4.56 1.40 -0.63
H32 -5.74 2.79 1.11
H33 -6.63 1.36 1.59
H34 -7.91 2.79 0.05
H35 -6.63 2.66 -1.16
H36 -7.07 0.24 -1.39
H37 -9.16 -0.70 -0.38
H38 -9.33 0.76 0.59
H39 -7.95 -0.31 0.84
H40 -9.24 0.48 -2.55
H41 -8.22 1.89 -2.84
H42 -9.55 1.99 -1.69
H43 4.70 -1.34 1.41
H44 5.44 -2.86 0.88
H45 7.58 -1.75 0.53
H46 7.00 -1.20 2.09

energy: -32842.0877 eV
ΔE to the lowest compared entry with this formula, charge and spin: 4.7 kcal per mole
structure (SMILES): Cc1cc(O)cc2c1O[C@](C)(CCC[C@H](C)CCC[C@H](C)CCCC(C)C)CC2
HOMO energy: -7.7 eV

Just the Löwdin charges please, in e? Sure, here they are: number 1, C, carries -0.03; number 2, C, carries -0.19; number 3, C, carries 0.01; number 4, C, carries -0.32; number 5, O, carries 0.04; number 6, C, carries 0.03; number 7, C, carries -0.15; number 8, C, carries -0.18; number 9, O, carries 0.00; number 10, C, carries -0.50; number 11, C, carries 0.00; number 12, C, carries -0.13; number 13, C, carries -0.19; number 14, C, carries -0.19; number 15, C, carries -0.39; number 16, C, carries -0.06; number 17, C, carries -0.19; number 18, C, carries -0.21; number 19, C, carries -0.18; number 20, C, carries -0.38; number 21, C, carries -0.07; number 22, C, carries -0.19; number 23, C, carries -0.21; number 24, C, carries -0.20; number 25, C, carries -0.45; number 26, C, carries -0.08; number 27, C, carries -0.09; number 28, C, carries -0.11; number 29, C, carries -0.13; number 30, H, carries 0.09; number 31, H, carries 0.08; number 32, H, carries 0.08; number 33, H, carries 0.12; number 34, H, carries 0.10; number 35, H, carries 0.13; number 36, H, carries 0.09; number 37, H, carries 0.09; number 38, H, carries 0.09; number 39, H, carries 0.12; number 40, H, carries 0.13; number 41, H, carries 0.12; number 42, H, carries 0.10; number 43, H, carries 0.12; number 44, H, carries 0.12; number 45, H, carries 0.13; number 46, H, carries 0.09; number 47, H, carries 0.07; number 48, H, carries 0.07; number 49, H, carries 0.11; number 50, H, carries 0.12; number 51, H, carries 0.11; number 52, H, carries 0.10; number 53, H, carries 0.11; number 54, H, carries 0.12; number 55, H, carries 0.13; number 56, H, carries 0.08; number 57, H, carries 0.07; number 58, H, carries 0.08; number 59, H, carries 0.11; number 60, H, carries 0.12; number 61, H, carries 0.12; number 62, H, carries 0.10; number 63, H, carries 0.12; number 64, H, carries 0.11; number 65, H, carries 0.13; number 66, H, carries 0.08; number 67, H, carries 0.08; number 68, H, carries 0.07; number 69, H, carries 0.07; number 70, H, carries 0.07; number 71, H, carries 0.08; number 72, H, carries 0.12; number 73, H, carries 0.13; number 74, H, carries 0.12; number 75, H, carries 0.12

---

Q: Which of these has the lowest ΔE to the lowest compared entry with this formula, charge and spin?
A: C27H46O2